1.
DFT (ωB97M-V with the def2-TZVPD basis set) results for C5H9NO in the gas phase at a distorted geometry.

XYZ file:
```
16
Properties=species:S:1:pos:R:3:forces:R:3
N 0.11719 -1.22385 -0.36129 -0.9 -2.8 -2.6
C -0.79396 -0.52384 -1.28219 0.0 -0.5 0.9
C -1.25644 0.62671 -0.43175 0.3 1.1 -1.5
C -0.14494 1.05929 0.48693 -0.7 -2.6 1.8
C 0.51597 -0.43428 0.71686 1.1 2.2 2.0
C 2.03859 -0.21479 0.93188 0.1 3.0 1.1
O 2.49637 0.63871 1.71185 -1.4 -2.2 -1.3
H -0.44628 -2.09196 -0.19613 1.6 1.1 0.8
H -1.56203 -1.25592 -1.62697 0.3 0.8 0.4
H -0.43054 -0.04527 -2.15939 1.4 -0.3 -1.0
H -1.41693 1.35359 -1.18288 -0.9 1.5 -0.3
H -2.15505 0.34206 -0.01941 -2.0 -0.2 1.6
H 0.51840 1.75611 0.06623 1.2 0.5 -1.0
H -0.42267 1.56930 1.44103 -0.2 -0.9 -0.6
H 0.20067 -0.89577 1.65224 -0.3 0.3 0.3
H 2.74165 -0.66011 0.25299 0.4 -1.0 -0.6
```
Forces are in eV/Å.

## Properties
Energy   -8866.741 eV
HOMO-LUMO gap   9.69 eV
SMILES string   O=C[C@H]1CCCN1
Energy relative to the best compared isomer or geometry (same formula, charge and spin)   57.0 kcal per mole
2S+1   1

Atomic partial charges in e from the natural (NBO) method, atoms 1 to 6:
1 N -0.639
2 C -0.197
3 C -0.439
4 C -0.396
5 C -0.152
6 C 0.427

***

2.
DFT (ωB97M-V with the def2-TZVPD basis set) results for 4 unconnected molecules or ions with the total composition C2H12O3S at a distorted geometry.

XYZ file:
```
18
Properties=species:S:1:pos:R:3:forces:R:3
C 0.78352 1.23744 -1.15751 -0.4 0.6 2.3
C 1.67786 0.25211 -1.82103 1.1 -0.7 -1.0
S 0.79531 -0.74597 -3.07819 -0.1 -0.1 0.0
H 1.23282 1.77974 -0.30561 0.5 -0.3 -0.3
H -0.05753 0.75431 -0.63763 -0.1 -0.1 -0.6
H 0.43253 2.05913 -1.76426 -0.2 -0.2 -0.7
H 2.54815 0.68219 -2.32157 -0.3 0.5 -0.1
H 2.18005 -0.49607 -1.20130 -0.6 0.2 0.6
H -0.25833 0.06886 -3.19066 0.0 0.0 -0.1
H -1.70335 -1.02243 3.51898 0.1 -0.2 0.3
H -0.95142 -1.89977 2.57536 0.1 -0.3 -0.2
O -0.91497 -1.58387 3.48093 -0.4 0.5 -0.1
H -1.64637 2.32748 1.96121 -0.4 0.3 0.2
H -1.28521 1.18609 2.80771 0.3 -0.6 0.4
O -1.89623 1.91820 2.80105 0.1 0.3 -0.6
H -0.50493 -2.26690 -1.29291 -0.3 0.0 0.0
H 0.20892 -1.95370 -0.04156 0.1 0.0 0.3
O -0.64082 -2.29684 -0.33303 0.3 0.1 -0.2
```
Forces are in eV/Å.

## Properties
Energy   -19246.024 eV
HOMO-LUMO gap   9.97 eV
SMILES string   CCS.O.O.O
Energy relative to the best compared isomer or geometry (same formula, charge and spin)   16.4 kcal per mole
2S+1   1

Atomic partial charges in e from the natural (NBO) method, atoms 1 to 6:
1 C -0.643
2 C -0.509
3 S -0.066
4 H 0.222
5 H 0.218
6 H 0.222

***

- Look up the energy of the first one.
  -8866.741 eV

***

- The lowest energy belongs to which entry?
  C2H12O3S

***

- Among the records above, which one has the highest energy?
  C5H9NO